(1)
The following is a quantum chemistry calculation of 2 unconnected molecules or ions with the total composition C6H14FI2N3O2P at a distorted geometry, from the Open Molecules 2025 dataset.

Each atom is followed by the atoms it is bonded to, with distances in Å.
Atoms and positions in Å:
1 C -0.33838 2.78685 -3.38571  C2 1.486, H15 1.078, H16 1.084, H17 1.085
2 C 0.18648 1.80227 -2.40377  C1 1.486, I3 2.106, C4 1.322
3 I 1.89003 2.47892 -1.36642  C2 2.106
4 C -0.28700 0.59044 -2.16953  C2 1.322, I5 2.110, O6 1.389
5 I -1.93915 -0.22079 -3.20168  C4 2.110
6 O 0.24685 -0.32080 -1.26728  C4 1.389, C7 1.332
7 C -0.01910 -0.15711 0.02766  O6 1.332, O8 1.218, N9 1.415
8 O -0.97079 0.46983 0.45784  C7 1.218
9 N 0.90013 -0.88203 0.82264  C7 1.415, P10 1.739, C12 1.480
10 P 0.22393 -2.36700 1.42404  N9 1.739, N11 1.556, H18 1.398, H19 1.414
11 N 0.56584 -3.58777 0.52235  P10 1.556, H20 1.011
12 C 1.53308 -0.02337 1.84884  N9 1.480, C13 1.514, F14 1.370, H21 1.082
13 C 3.04188 -0.14118 1.79634  C12 1.514, H22 1.082, H23 1.079, H24 1.084
14 F 1.05644 -0.29085 3.10486  C12 1.370
15 H -1.26574 2.48669 -3.84669  C1 1.078
16 H 0.41630 2.98173 -4.13855  C1 1.084
17 H -0.49352 3.72962 -2.87112  C1 1.085
18 H 0.63493 -2.57615 2.74427  P10 1.398
19 H -1.17246 -2.15055 1.38638  P10 1.414
20 H 1.04605 -4.29407 1.06344  N11 1.011
21 H 1.26921 1.00313 1.62927  C12 1.082
22 H 3.47294 -0.16702 2.78873  C13 1.082
23 H 3.46958 0.65227 1.20248  C13 1.079
24 H 3.30824 -1.07178 1.30905  C13 1.084
25 N -3.35984 -0.14914 0.50809  H26 1.021, H27 1.021, H28 1.023, H29 1.037
26 H -4.07505 0.25660 1.11277  N25 1.021
27 H -3.40652 -1.16764 0.55750  N25 1.021
28 H -3.51410 0.15062 -0.45785  N25 1.023
29 H -2.42029 0.17827 0.80207  N25 1.037

As for the total energy: -1588.0786 Ha. The value obtained for the HOMO-LUMO gap is 8.6 eV. The net charge is +1. The LUMO energy comes out at -3.3761 eV. As for the HOMO energy: -12.0 eV.

=====

(2)
The following is a quantum chemistry calculation of 11 unconnected molecules or ions with the total composition C20H63BN22O15S, from the Open Molecules 2025 dataset.

Each atom is followed by the atoms it is bonded to, with distances in Å.
Atoms and positions in Å:
1 C -3.73763 -2.93678 0.91585  C2 1.529, H20 1.091, H21 1.087, H22 1.093
2 C -2.48547 -3.70710 0.49403  C1 1.529, C3 1.528, H23 1.094, H24 1.092
3 C -1.81514 -3.18957 -0.77841  C2 1.528, C4 1.550, H25 1.092, H26 1.091
4 C -1.29176 -1.74436 -0.57827  C3 1.550, C5 1.534, H27 1.088, H28 1.092
5 C -2.21540 -0.74064 -1.28029  C4 1.534, C6 1.541, H29 1.089, H30 1.089
6 C -2.01690 0.75652 -0.97409  C5 1.541, B7 1.636, O12 1.506, C17 1.561
7 B -0.89518 1.22727 0.11967  C6 1.636, O8 1.380, N9 1.453
8 O -1.26693 1.31246 1.44593  B7 1.380, H31 0.971
9 N 0.41802 1.65628 -0.33040  B7 1.453, C10 1.473, C11 1.490
10 C 1.07471 2.56207 0.62840  N9 1.473, H32 1.095, H33 1.090, H34 1.090
11 C 1.24817 0.42467 -0.44914  N9 1.490, H35 1.091, H36 1.087, H37 1.097
12 O -3.30837 1.15864 -0.31220  C6 1.506, S13 1.551
13 S -4.01046 2.35484 -1.00543  O12 1.551, O14 1.417, O15 1.432, O16 1.579
14 O -5.40122 2.12595 -1.15578  S13 1.417
15 O -3.57416 3.57168 -0.38951  S13 1.432
16 O -3.30675 2.22234 -2.41231  S13 1.579, C17 1.461
17 C -1.95091 1.72002 -2.20001  C6 1.561, O16 1.461, C18 1.533, H38 1.092
18 C -1.44866 1.21339 -3.55646  C17 1.533, N19 1.451, H39 1.087, H40 1.091
19 N -0.01803 1.35043 -3.75922  C18 1.451, H41 1.009, H42 1.010
20 H -4.42130 -2.80971 0.07470  C1 1.091
21 H -4.28241 -3.51818 1.65567  C1 1.087
22 H -3.50980 -1.97081 1.37330  C1 1.093
23 H -2.76840 -4.75783 0.37986  C2 1.094
24 H -1.75414 -3.67620 1.30447  C2 1.092
25 H -2.54301 -3.21636 -1.59201  C3 1.092
26 H -0.97399 -3.84833 -0.99870  C3 1.091
27 H -0.29793 -1.66962 -1.01438  C4 1.088
28 H -1.24768 -1.56360 0.49803  C4 1.092
29 H -2.15516 -0.94681 -2.34753  C5 1.089
30 H -3.24140 -0.96850 -0.99348  C5 1.089
31 H -1.27695 0.44661 1.88562  O8 0.971
32 H 1.34807 2.05810 1.56132  C10 1.095
33 H 0.41948 3.39795 0.87328  C10 1.090
34 H 1.99898 2.94402 0.19584  C10 1.090
35 H 1.19201 -0.01554 -1.44565  C11 1.091
36 H 2.28213 0.67748 -0.22985  C11 1.087
37 H 0.98119 -0.32852 0.30254  C11 1.097
38 H -1.34956 2.60298 -1.97394  C17 1.092
39 H -1.72678 0.18118 -3.75173  C18 1.087
40 H -1.96065 1.81426 -4.30965  C18 1.091
41 H 0.51136 0.74919 -3.14637  N19 1.009
42 H 0.28811 2.30641 -3.64622  N19 1.010
43 N -6.73643 -5.00499 4.19236  C44 1.369, H47 1.002, H48 1.003
44 C -6.36975 -5.70414 3.07437  N43 1.369, N45 1.367, O46 1.218
45 N -6.76822 -7.01091 3.04301  C44 1.367, H49 1.003, H50 1.002
46 O -5.73541 -5.19330 2.16836  C44 1.218
47 H -7.26765 -5.40032 4.94415  N43 1.002
48 H -6.47709 -4.03725 4.23125  N43 1.003
49 H -6.51959 -7.54497 2.23166  N45 1.003
50 H -7.29661 -7.44780 3.77342  N45 1.002
51 N 6.17918 2.42537 -0.98606  C52 1.359, H55 1.002, H56 1.006
52 C 5.00810 1.80971 -1.29521  N51 1.359, N53 1.364, O54 1.227
53 N 4.58103 1.94981 -2.58282  C52 1.364, H57 1.003, H58 1.002
54 O 4.36072 1.17343 -0.46902  C52 1.227
55 H 6.71277 2.95747 -1.64639  N51 1.002
56 H 6.48544 2.38036 -0.02860  N51 1.006
57 H 3.71109 1.51653 -2.83047  N53 1.003
58 H 5.08194 2.47103 -3.27668  N53 1.002
59 N 2.29258 5.28188 3.76362  C60 1.362, H63 1.002, H64 1.003
60 C 3.42541 4.58298 3.47605  N59 1.362, N61 1.361, O62 1.227
61 N 4.39225 4.56999 4.43420  C60 1.361, H65 1.011, H66 1.002
62 O 3.57274 4.00028 2.40670  C60 1.227
63 H 2.14932 5.77076 4.62618  N59 1.002
64 H 1.57238 5.29827 3.06594  N59 1.003
65 H 5.25737 4.09100 4.22567  N61 1.011
66 H 4.30002 5.04508 5.31143  N61 1.002
67 N 3.72871 -2.02020 -0.07829  C68 1.354, H71 1.002, H72 1.002
68 C 3.05811 -3.19108 0.03306  N67 1.354, N69 1.365, O70 1.229
69 N 2.78483 -3.59895 1.30634  C68 1.365, H73 1.002, H74 1.002
70 O 2.69710 -3.84763 -0.94123  C68 1.229
71 H 4.02252 -1.46698 0.70330  N67 1.002
72 H 3.94779 -1.69776 -1.00162  N67 1.002
73 H 2.28558 -4.46060 1.41655  N69 1.002
74 H 3.05195 -3.07912 2.12018  N69 1.002
75 N -6.26316 4.46862 -2.92007  C76 1.366, H79 1.002, H80 1.007
76 C -7.30134 4.75084 -3.76252  N75 1.366, N77 1.373, O78 1.216
77 N -7.33416 6.04053 -4.23279  C76 1.373, H81 1.002, H82 1.002
78 O -8.13927 3.92762 -4.07737  C76 1.216
79 H -5.56650 5.14395 -2.66970  N75 1.002
80 H -6.17758 3.53467 -2.55327  N75 1.007
81 H -8.08438 6.28108 -4.85218  N77 1.002
82 H -6.65284 6.73563 -3.99550  N77 1.002
83 N -3.19318 6.46668 0.42336  C84 1.362, H87 1.006, H88 1.002
84 C -3.97617 7.58150 0.41789  N83 1.362, N85 1.372, O86 1.219
85 N -5.15757 7.45430 -0.26900  C84 1.372, H89 1.002, H90 1.002
86 O -3.66833 8.61424 0.98841  C84 1.219
87 H -3.42501 5.61245 -0.05453  N83 1.006
88 H -2.34178 6.51396 0.94911  N83 1.002
89 H -5.76900 8.24821 -0.27972  N85 1.002
90 H -5.45491 6.59766 -0.69575  N85 1.002
91 N 2.72379 -4.27717 -5.06316  C92 1.369, H95 1.003, H96 1.002
92 C 2.04186 -5.46260 -4.99740  N91 1.369, N93 1.367, O94 1.218
93 N 1.74406 -5.87409 -3.72867  C92 1.367, H97 1.002, H98 1.004
94 O 1.73085 -6.09799 -5.98870  C92 1.218
95 H 2.98233 -3.74685 -4.25151  N91 1.003
96 H 2.96379 -3.93635 -5.97445  N91 1.002
97 H 1.24077 -6.73460 -3.62567  N93 1.002
98 H 1.98929 -5.34857 -2.90919  N93 1.004
99 N 7.56281 0.96182 2.63539  C100 1.372, H103 1.003, H104 1.002
100 C 6.75838 2.05546 2.83550  N99 1.372, N101 1.354, O102 1.227
101 N 5.57815 2.06048 2.17251  C100 1.354, H105 1.019, H106 1.007
102 O 7.09397 2.97165 3.58007  C100 1.227
103 H 7.31525 0.19910 2.03364  N99 1.003
104 H 8.43906 0.93951 3.12164  N99 1.002
105 H 4.98759 2.88157 2.29715  N101 1.019
106 H 5.25577 1.31441 1.57806  N101 1.007
107 N 7.47646 -5.63776 -1.56505  C108 1.369, H111 1.002, H112 1.002
108 C 6.23210 -5.07215 -1.48702  N107 1.369, N109 1.364, O110 1.218
109 N 5.22747 -5.75789 -2.10471  C108 1.364, H113 1.007, H114 1.002
110 O 6.02050 -4.02281 -0.90532  C108 1.218
111 H 7.66300 -6.49924 -2.04092  N107 1.002
112 H 8.23001 -5.15045 -1.11904  N107 1.002
113 H 4.30605 -5.35894 -2.03384  N109 1.007
114 H 5.35796 -6.61979 -2.59879  N109 1.002
115 N -1.51351 -0.15874 5.41984  C116 1.362, H119 1.002, H120 1.003
116 C -1.42608 -1.12721 4.46630  N115 1.362, N117 1.362, O118 1.226
117 N -2.04616 -2.30450 4.75521  C116 1.362, H121 1.002, H122 1.002
118 O -0.81776 -0.94561 3.41713  C116 1.226
119 H -2.00314 -0.27833 6.28567  N115 1.002
120 H -1.06859 0.71895 5.22416  N115 1.003
121 H -1.99340 -3.02526 4.06050  N117 1.002
122 H -2.54572 -2.48222 5.60537  N117 1.002

As for the total energy: -3556.6183 Ha. The SMILES is CCCCC[C@]1(B(O)N(C)C)OS(=O)(=O)O[C@@H]1CN.NC(N)=O.NC(N)=O.NC(N)=O.NC(N)=O.NC(N)=O.NC(N)=O.NC(N)=O.NC(N)=O.NC(N)=O.NC(N)=O. The value obtained for the HOMO-LUMO gap is 9.1 eV. The energy above the lowest of the compared OMol25 structures with the same formula, charge and spin is 0.000 eV. The LUMO energy comes out at 0.1583 eV. As for the HOMO energy: -8.9 eV.